--- P ---
This record from OMol25 describes 2 unconnected molecules or ions with the total composition C3H2Br2O. The level of theory is ωB97M-V/def2-TZVPD.

Results
* net charge: 0
* orbital gap (spin up / spin down): 9.9104 / 3.3286 eV

Last column: natural (NBO) charge in e.
Atoms and positions in Å:
C (-1.31308, 0.60226, 0.87535)  0.76
C (-0.51196, 0.89780, -0.11738)  -0.58
C (0.50465, 0.07486, -0.58943)  -0.26
O (-1.97475, 0.33609, 1.75177)  -0.38
Br (1.73099, -3.40286, 1.04770)  -0.18
Br (1.51324, 0.51592, -2.13676)  0.08
H (-0.71592, 1.98600, -0.42327)  0.29
H (0.76683, -1.01007, -0.40798)  0.26

--- Q ---
This record from OMol25 describes 2 unconnected molecules or ions with the total composition C3H2Br2O. The level of theory is ωB97M-V/def2-TZVPD.

Results
* net charge: 0
* orbital gap: 8.6713 eV

Last column: natural (NBO) charge in e.
Atoms and positions in Å:
C (0.79659, -0.45094, -0.49003)  0.54
C (-0.29747, 0.50115, -0.47933)  -0.39
C (-0.11594, -0.45676, 0.67962)  -0.42
O (1.75308, -0.90576, -1.01713)  -0.43
Br (-1.82809, 0.39308, -1.62413)  0.09
Br (0.51292, 0.20036, 2.38289)  0.06
H (0.02176, 1.96857, -0.27289)  0.28
H (-0.84286, -1.24970, 0.82100)  0.27

Q: Which of them is the most stable? A: Q.

--- P ---
This record from OMol25 describes 4 unconnected molecules or ions with the total composition H7O4. The level of theory is ωB97M-V/def2-TZVPD.

Results
* net charge: -1
* orbital gap: 8.9490 eV

Last column: natural (NBO) charge in e.
Atoms and positions in Å:
O (-0.71048, -0.54788, -0.36174)  -1.30
H (-1.34248, -1.20620, -0.63628)  0.44
O (1.30022, -0.28782, -2.22273)  -1.01
H (0.62651, 0.03336, -1.44939)  0.53
H (2.03720, -0.65488, -1.60722)  0.44
O (1.22440, -0.46922, 1.50046)  -1.00
H (1.81012, 0.23211, 1.12398)  0.44
H (0.60272, -0.63617, 0.78067)  0.52
O (-1.87349, 1.58737, 0.83694)  -1.03
H (-1.38566, 0.82678, 0.36441)  0.53
H (-2.28906, 1.12256, 1.67089)  0.44

--- Q ---
This record from OMol25 describes 4 unconnected molecules or ions with the total composition H7O4. The level of theory is ωB97M-V/def2-TZVPD.

Results
* net charge: -1
* orbital gap: 9.1668 eV

Last column: natural (NBO) charge in e.
Atoms and positions in Å:
O (0.72562, 0.02386, 0.15577)  -1.29
H (1.54911, -0.43464, 0.33765)  0.44
O (-1.62543, 0.20829, -1.13732)  -1.01
H (-1.39061, -0.15387, -1.99941)  0.45
H (-0.75014, 0.22940, -0.65418)  0.53
O (1.45676, 2.35596, 1.21804)  -1.02
H (1.30180, 1.49036, 0.71661)  0.52
H (0.56407, 2.47733, 1.55493)  0.45
O (-0.46877, -2.45681, -0.01310)  -1.01
H (0.01654, -1.59646, -0.09990)  0.51
H (-1.37895, -2.14341, -0.07909)  0.46

Q: Which of them is the most stable? A: Q.

--- P ---
This record from OMol25 describes a molecular structure, C17H24N2O3. The level of theory is ωB97M-V/def2-TZVPD.

Results
* net charge: 0
* orbital gap: 8.8523 eV

Last column: natural (NBO) charge in e.
Atoms and positions in Å:
O (0.35727, -0.92531, -1.42449)  -0.59
C (-0.22975, -1.47442, -0.66899)  0.71
N (-1.45071, -0.94141, -0.35346)  -0.63
H (-2.02757, -1.49576, 0.42371)  0.38
C (-2.13904, 0.03937, -0.96086)  -0.06
C (-2.34237, 1.14084, 0.38823)  -0.41
C (-3.48548, 0.72665, 1.48435)  -0.39
C (-4.74782, 0.69812, 0.47092)  -0.39
C (-4.65883, -0.36333, -0.58623)  -0.41
C (-3.47785, -0.05565, -1.50056)  -0.37
H (-3.86114, 1.11253, -1.98099)  0.18
H (-3.51466, -0.69427, -2.34860)  0.21
H (-5.53550, -0.67807, -1.12785)  0.22
H (-4.35180, -1.26484, 0.00335)  0.18
H (-5.51509, 0.38192, 1.17872)  0.20
H (-5.08777, 1.59351, 0.26104)  0.20
H (-3.44951, 1.47346, 2.12689)  0.20
H (-3.17204, -0.12403, 1.91917)  0.19
H (-2.39343, 2.31784, -0.15379)  0.18
H (-1.36360, 1.32589, 0.98336)  0.21
H (-1.49062, 0.58126, -1.63746)  0.23
C (-0.05702, -2.61738, 0.24852)  -0.41
C (1.57800, -2.68471, 0.21456)  -0.22
N (2.14582, -1.48407, 0.67796)  -0.47
C (1.63632, -0.32692, 0.96345)  0.59
O (0.68747, -0.52482, 1.81414)  -0.62
C (2.53032, 0.53379, 1.00020)  -0.23
C (3.89661, 0.28488, 0.54023)  -0.26
C (3.37508, -1.25555, 0.10314)  0.71
O (4.12512, -1.96987, -0.66662)  -0.60
H (4.45189, -0.00242, 1.42151)  0.24
C (4.70426, 0.92904, -0.50320)  -0.43
C (4.16862, 2.30651, -0.75145)  -0.19
C (2.82836, 2.41676, -0.68556)  -0.18
C (1.84134, 1.48647, -0.11514)  -0.48
H (1.02849, 2.25643, 0.30754)  0.27
H (1.57686, 0.89024, -1.09568)  0.28
H (2.45541, 3.51807, -0.71438)  0.21
H (4.81174, 3.03196, -1.16510)  0.22
H (5.59685, 1.26122, 0.17344)  0.21
H (4.99607, 0.28526, -1.12047)  0.23
H (2.44972, 1.39410, 2.14863)  0.24
H (1.89632, -3.11066, -0.78983)  0.25
H (1.83517, -3.70220, 0.91273)  0.21
H (-0.41933, -3.53376, -0.50110)  0.21
H (-0.20219, -2.75668, 1.08605)  0.18

--- Q ---
This record from OMol25 describes C17H24N2O3 in the gas phase. The level of theory is ωB97M-V/def2-TZVPD.

Results
* net charge: 0
* SMILES string: CCCCN(CCCC)C(=O)/C=C/c1cccc([N+](=O)[O-])c1
* orbital gap: 8.4465 eV

Last column: natural (NBO) charge in e.
Atoms and positions in Å:
C (-3.09657, 2.43015, -0.66200)  -0.61
C (-1.98743, 3.47591, -0.62502)  -0.40
C (-0.67451, 2.93594, -0.05714)  -0.41
C (-0.72923, 2.72697, 1.46145)  -0.21
N (0.48207, 2.13976, 1.99192)  -0.43
C (1.38107, 2.96597, 2.77707)  -0.22
C (2.31320, 3.85045, 1.93492)  -0.41
C (1.77814, 5.25426, 1.64402)  -0.39
C (1.80483, 6.15722, 2.87224)  -0.61
C (0.89825, 0.88085, 1.68841)  0.64
O (1.98909, 0.45883, 2.03744)  -0.63
C (-0.04767, 0.02059, 0.93441)  -0.28
C (0.41950, -0.99550, 0.20389)  -0.13
C (-0.36389, -1.94359, -0.56943)  -0.09
C (-1.75223, -1.84959, -0.71639)  -0.15
C (-2.46055, -2.77485, -1.46200)  -0.21
C (-1.80551, -3.82140, -2.08526)  -0.20
C (-0.42593, -3.91872, -1.94755)  0.08
N (0.27288, -5.00231, -2.59737)  0.52
O (1.47810, -5.04700, -2.47947)  -0.37
O (-0.38960, -5.80153, -3.22396)  -0.38
C (0.29393, -2.99717, -1.20416)  -0.17
H (-3.37105, 2.10707, 0.33939)  0.20
H (-3.98514, 2.84186, -1.13439)  0.22
H (-2.77763, 1.56138, -1.23481)  0.20
H (-1.80593, 3.82603, -1.64309)  0.21
H (-2.31401, 4.33488, -0.03449)  0.20
H (0.13207, 3.63484, -0.28486)  0.21
H (-0.43176, 1.98855, -0.54356)  0.21
H (-0.87383, 3.69034, 1.95449)  0.21
H (-1.58851, 2.10078, 1.72255)  0.19
H (0.78415, 3.57246, 3.46152)  0.19
H (1.98912, 2.27202, 3.36181)  0.24
H (2.51660, 3.32815, 0.99831)  0.22
H (3.26389, 3.95012, 2.46110)  0.21
H (0.75966, 5.20202, 1.25661)  0.19
H (2.39957, 5.70542, 0.86690)  0.20
H (2.81939, 6.24909, 3.25301)  0.20
H (1.17863, 5.76176, 3.66862)  0.20
H (1.44261, 7.15118, 2.61935)  0.21
H (-1.10356, 0.21095, 1.03664)  0.20
H (1.49293, -1.13527, 0.17667)  0.23
H (-2.28648, -1.04061, -0.24321)  0.21
H (-3.53123, -2.67998, -1.55928)  0.22
H (-2.33460, -4.55571, -2.67217)  0.25
H (1.36470, -3.10968, -1.12064)  0.25

Q: Which of them is the most stable? A: Q.

--- P ---
This record from OMol25 describes a gas-phase ion, C2H2NO2P2 (charge -1). The level of theory is ωB97M-V/def2-TZVPD.

Results
* net charge: -1
* SMILES string: O=C=NP/C=P\[O-]
* orbital gap: 7.4533 eV

Last column: natural (NBO) charge in e.
Atoms and positions in Å:
O (3.99939, 1.09647, 0.09746)  -0.60
C (3.00564, 0.56910, -0.23535)  0.82
N (2.05331, 0.06911, -0.73475)  -0.80
P (0.54673, -0.83705, -0.34360)  0.69
C (-0.58232, 0.07955, 0.68388)  -1.32
P (-2.03252, 0.85123, 0.15335)  1.14
O (-2.10225, 0.87918, -1.33113)  -1.13
H (-0.00375, -0.40247, -1.54732)  -0.03
H (-0.45274, -0.04459, 1.75476)  0.22

--- Q ---
This record from OMol25 describes a gas-phase ion, C2H2NO2P2 (charge -1). The level of theory is ωB97M-V/def2-TZVPD.

Results
* net charge: -1
* SMILES string: O=C=NP/C=P\[O-]
* orbital gap: 7.0369 eV

Last column: natural (NBO) charge in e.
Atoms and positions in Å:
O (-3.24497, 1.36001, -0.25205)  -0.59
C (-2.07677, 1.14765, -0.09812)  0.84
N (-0.86565, 1.12540, 0.07869)  -0.82
P (0.29888, 0.27106, 0.93452)  0.80
C (0.37636, -1.03294, -0.17051)  -1.34
P (1.82477, -1.75029, -0.53885)  1.10
O (3.00669, -1.01934, -0.00564)  -1.15
H (1.25282, 1.19719, 0.47565)  -0.06
H (-0.57212, -1.29873, -0.42368)  0.23

Q: Which of them is the most stable? A: P.